135
Properties=species:S:1:pos:R:3:forces:R:3 method="wB97M-V/def2-TZVPD" e_tot_ev=-73065.9436 e_lumo_ha="0.0750 / 0.0759" e_above_lowest_ev=6.942 fmax_ev_per_a=4.34 multiplicity=2 homo_lumo_gap_ev="1.54 / 8.64" total_charge=-1 s_squared=0.75
C -0.99380 -4.26072 -4.87240 1.710 -2.497 1.469
O -0.26094 -5.06698 -4.26869 -0.840 0.913 -1.164
N -1.55700 -3.21881 -4.28372 -0.989 1.005 0.751
C -2.40837 -2.31985 -5.05861 0.072 0.555 1.071
C -1.44732 -2.98889 -2.80963 0.080 -0.710 -0.032
H -1.24971 -4.42266 -5.93093 -0.014 0.345 0.030
H -1.82806 -1.39745 -5.08138 -0.606 0.486 -0.443
H -3.34781 -2.17730 -4.52454 0.054 0.304 0.223
H -2.73684 -2.62734 -6.05141 0.752 -0.455 -0.030
H -2.40329 -3.07561 -2.29317 -0.382 -0.226 -0.428
H -0.79138 -3.74082 -2.37093 -0.053 -0.187 -0.410
H -1.05999 -2.04620 -2.42310 0.225 0.502 -1.013
C -5.32540 2.21548 -0.27482 -0.638 0.184 -0.113
O -6.47956 2.14384 -0.73530 1.728 0.383 0.561
N -4.43583 3.23213 -0.38482 -0.009 -3.157 0.190
C -3.02367 2.98864 0.09894 -1.014 1.023 -0.708
C -4.71427 4.45443 -1.04926 0.603 0.642 0.833
H -4.86019 1.45798 0.37476 -0.449 -0.497 -0.157
H -2.98378 2.70493 1.15061 -0.188 -0.041 -0.101
H -2.58831 3.97810 -0.04080 0.369 -0.224 0.362
H -2.43120 2.30618 -0.51042 -0.526 -0.050 0.061
H -5.77391 4.70773 -1.08240 0.096 -0.286 0.082
H -4.18454 5.03220 -0.29184 -0.247 1.786 -0.876
H -4.26089 4.51290 -2.03877 0.010 0.093 -0.019
C 0.97792 0.43122 -6.89796 2.033 2.013 1.038
O 1.08626 1.60242 -7.19880 -1.595 0.927 -1.704
N 1.91710 -0.01329 -6.04696 -0.234 -1.932 0.727
C 3.19478 0.69929 -5.72705 0.125 -1.170 -0.899
C 1.74895 -1.43091 -5.69734 1.293 0.523 0.712
H 0.20862 -0.29052 -7.21337 0.009 0.209 0.061
H 3.60131 0.40137 -4.76058 -0.831 0.596 0.541
H 3.24601 1.75298 -6.00131 -0.882 -0.049 0.705
H 4.02327 0.31862 -6.32437 -0.138 -0.560 -0.781
H 2.00053 -1.57256 -4.64627 0.343 -0.133 -0.021
H 0.71512 -1.77313 -5.74393 0.038 0.201 -0.529
H 2.43529 -1.99349 -6.33023 -0.215 -0.617 0.159
C 4.35028 3.79630 1.91516 -0.667 -0.429 0.431
O 3.93576 4.93095 1.78886 0.514 0.182 0.223
N 3.75630 2.69891 1.43203 -0.822 -0.807 -1.842
C 4.45741 1.38823 1.53516 -1.635 -0.238 0.422
C 2.44454 2.84276 0.69174 0.682 -0.888 -0.495
H 5.15435 3.39829 2.55333 0.701 1.054 0.088
H 5.33391 1.36153 2.18257 0.207 0.815 -0.299
H 4.66540 0.87910 0.59408 0.086 0.451 -0.196
H 3.79153 0.72109 2.08253 -0.344 -0.288 -0.087
H 1.64140 2.30738 1.19812 0.196 0.369 0.296
H 2.17477 3.85113 0.37783 0.566 0.181 1.291
H 2.36341 2.43049 -0.31403 1.157 -0.864 -0.193
C -0.02374 0.85668 -0.49844 -1.478 1.099 2.186
O -0.49161 1.20367 0.61252 0.614 -0.997 -1.451
N 0.69783 -0.23382 -0.74627 -1.515 -0.229 1.056
C 1.60965 -0.09464 -1.83054 1.179 -0.926 0.018
C 0.94632 -1.30962 0.24835 0.312 0.348 -1.369
H -0.22668 1.47106 -1.38926 0.176 0.035 0.099
H 2.57294 -0.10473 -1.32057 0.648 0.073 -0.656
H 1.49428 0.84916 -2.36349 -0.147 -0.187 -0.015
H 1.54900 -0.96216 -2.48767 0.107 0.100 -0.269
H 1.73008 -0.99840 0.93898 -0.099 -0.126 0.218
H 0.06903 -1.73325 0.73722 -0.242 0.808 0.116
H 1.30178 -2.13403 -0.36980 0.448 -0.091 0.152
C -1.83120 4.91062 2.44654 -0.530 0.744 -0.269
O -2.54094 5.80776 2.00846 0.172 -0.487 -0.084
N -0.66027 4.49153 1.96822 0.690 0.710 -0.622
C 0.12779 3.59095 2.76584 0.449 -1.168 -1.006
C -0.07696 4.86065 0.64222 -1.042 -0.728 1.041
H -2.11147 4.30665 3.32340 -0.135 0.196 0.276
H -0.04006 3.57536 3.84272 -0.232 0.432 -0.171
H 1.17575 3.77194 2.52684 -0.024 0.286 0.609
H -0.06942 2.60627 2.34203 0.059 -0.289 0.425
H 0.85864 5.39819 0.79654 -0.348 0.570 -0.195
H 0.17652 3.94905 0.10108 -0.180 -0.222 0.167
H -0.87942 5.31339 0.05983 0.458 0.646 0.160
C 4.09103 -2.44226 1.41494 0.350 -0.636 0.258
O 4.42400 -1.89484 0.36650 -0.216 -0.560 1.673
N 4.87490 -2.70291 2.54604 -0.038 1.549 -0.866
C 6.18024 -1.99282 2.53048 0.863 -1.134 1.090
C 4.20147 -2.91779 3.87518 1.047 0.112 -0.074
H 3.12013 -2.93598 1.57553 -0.288 0.209 -0.309
H 6.73202 -1.90685 1.59440 -1.269 0.281 -0.618
H 6.93509 -2.60904 3.01889 -0.266 -0.287 0.767
H 6.19201 -1.04789 3.07368 -0.359 0.202 -0.165
H 3.27152 -3.48587 3.85123 0.021 0.104 -0.696
H 4.84266 -3.45340 4.57527 0.414 -0.441 -0.517
H 4.04251 -2.00652 4.45173 -0.220 0.477 -0.541
C -1.55792 3.08478 -3.82943 -0.445 -0.609 1.395
O -1.70167 2.87527 -2.61088 0.386 0.568 -1.887
N -1.88952 4.18435 -4.50940 -0.507 1.194 -0.918
C -1.58283 4.32524 -5.91604 -0.423 0.322 -0.194
C -2.30479 5.45133 -3.92906 0.111 -0.559 1.407
H -1.18247 2.34062 -4.54876 0.172 -0.280 0.371
H -0.88639 5.16226 -5.96575 0.633 -0.430 -0.549
H -2.45311 4.69071 -6.46117 -0.351 -0.123 0.082
H -1.28930 3.39353 -6.39962 0.498 0.186 0.215
H -3.35151 5.73304 -4.04360 -0.230 -0.580 -0.217
H -2.10477 5.29826 -2.86857 -0.120 0.599 0.170
H -1.75693 6.30940 -4.31850 0.484 -0.283 -0.035
C -0.41018 -6.48290 3.01307 -1.789 0.277 -0.718
C -0.68651 -5.85274 1.64351 -0.250 0.592 -0.130
C 0.39282 -4.79627 1.58453 -0.149 0.095 1.264
O 1.57320 -5.46359 2.15261 -1.033 0.229 -0.208
C 1.07643 -6.54739 2.98071 -0.126 -0.268 -0.205
H -1.01897 -7.38227 3.10587 0.732 -0.637 -0.085
H -0.72538 -5.93903 3.90354 -0.264 0.845 -0.434
H -1.69879 -5.47020 1.51288 0.030 0.182 0.076
H -0.49836 -6.53784 0.81686 -0.084 -0.443 0.195
H 0.09502 -4.00980 2.27800 0.077 0.337 0.247
H 0.52681 -4.28061 0.63361 0.666 -0.661 -0.208
H 1.32506 -6.42234 4.03458 1.300 -0.346 -0.289
H 1.29934 -7.48561 2.47260 0.930 -0.104 0.529
C -3.04286 -2.46158 2.30119 1.018 -1.184 -0.201
C -3.72830 -1.67643 3.37906 0.143 -1.382 2.513
C -4.82012 -0.98998 2.70027 0.036 -0.696 -0.937
O -4.12367 -0.62515 1.53602 -1.618 3.603 -1.354
C -3.16680 -1.53196 1.11583 -0.306 -0.854 0.667
H -3.48977 -3.44135 2.13255 -0.513 0.084 -0.001
H -1.99244 -2.71982 2.43545 0.140 0.232 0.610
H -3.11158 -0.90198 3.83514 0.116 -0.441 0.084
H -4.18422 -2.31794 4.13317 0.550 -0.134 0.495
H -5.22505 -0.19833 3.33069 0.124 0.577 -0.703
H -5.63099 -1.66628 2.42969 -0.350 -0.136 0.046
H -2.20833 -1.02662 0.99725 -0.155 0.212 -0.744
H -3.57939 -2.05655 0.25405 0.626 0.077 -0.484
C 1.58287 -0.66626 4.38748 -1.276 0.156 -0.555
C 0.63222 0.49502 4.08459 -0.590 -0.266 -0.766
C -0.85820 -0.17089 4.10315 4.264 0.800 0.234
O -0.62820 -1.28495 4.93817 0.455 -1.378 1.676
C 0.74688 -1.33675 5.46332 0.028 0.378 -1.431
H 2.59612 -0.45189 4.72729 -0.162 0.498 0.003
H 1.66026 -1.34777 3.54034 0.042 -0.085 -0.147
H 0.73257 0.98307 3.11513 0.439 0.076 0.203
H 0.84404 1.16200 4.92028 -0.720 0.596 -0.166
H -1.05838 -0.55532 3.10302 -0.398 0.438 -0.048
H -1.54807 0.58515 4.47811 -0.365 -0.420 0.063
H 1.21117 -2.32190 5.50816 -1.161 -0.558 0.624
H 0.85737 -0.77990 6.39382 -0.320 -0.202 0.238